DFT (wB97M-V/def2-TZVPD) results for a structure of composition C17H29FMnN4OSSi.

Computed properties:
LUMO (spin up / spin down) in eV: 0.3 / 0.3
Gap between HOMO and LUMO (spin up / spin down) in eV: 7.39 / 7.25
Spin multiplicity: 2
⟨S²⟩: 0.795
HOMO (spin up / spin down) in Eh: -0.2598 / -0.2547

CARTESIAN COORDINATES (ANGSTROEM)
H 0.575 -2.721 -2.099
H -2.280 -3.074 -2.266
C -1.630 5.117 -0.818
H -3.911 -1.121 -1.792
H 4.798 0.891 -0.299
H -2.129 -4.156 -0.883
H -2.186 -0.673 -1.778
C 0.314 -1.252 -0.892
H -1.971 -3.224 3.542
C 3.408 2.986 1.741
C -2.248 -2.213 0.781
C 3.750 0.639 -0.118
C -1.476 -3.602 2.644
H 2.996 4.350 -1.294
C 1.434 -1.707 0.023
C -2.738 -3.372 -1.324
C 2.374 -2.853 -0.169
H -3.819 -4.482 2.344
C 0.554 4.441 -0.013
N -0.016 -1.895 -1.951
H 3.390 -2.518 0.042
C 0.263 3.074 -0.178
C 3.360 3.324 -1.322
Si 2.814 2.246 0.120
H -2.341 5.894 -1.061
C -0.369 5.428 -0.331
H -3.745 -3.753 -1.510
H -3.158 -5.248 0.891
H 2.122 -3.635 0.550
H 3.703 -0.014 0.752
C -1.031 2.842 -0.646
H -0.093 6.465 -0.185
H 4.453 3.358 -1.351
Mn 0.057 0.319 0.246
C -3.038 -0.954 -1.159
C -3.428 -4.291 1.343
N -2.755 -2.199 -0.456
H -0.521 -3.095 2.542
H 2.322 -3.267 -1.174
C -1.971 3.778 -0.974
H 1.516 4.729 0.385
H -4.215 -3.830 0.754
H 3.019 2.879 -2.261
H -2.942 3.464 -1.333
H 2.967 3.962 1.951
H -1.310 -4.675 2.753
N -2.288 -3.390 1.455
H 3.387 0.091 -0.991
H 3.141 2.322 2.568
H 4.495 3.101 1.742
S -1.589 -0.831 1.542
H -3.251 -0.167 -0.444
O 1.517 -0.978 1.018
N 1.090 1.998 0.098
F -1.368 1.493 -0.754



DFT (wB97M-V/def2-TZVPD) results for a structure of composition C17H29N2Ti in a non-equilibrium geometry.

Computed properties:
Net charge: +2
LUMO (spin up / spin down) in eV: -7.2 / -8.0
Gap between HOMO and LUMO (spin up / spin down) in eV: 7.87 / 7.26
Relative energy (zero: lowest compared OMol25 entry of this formula, charge and spin) in kcal/mol: 80.12
Spin multiplicity: 2
⟨S²⟩: 0.761
HOMO (spin up / spin down) in Eh: -0.5546 / -0.5609

CARTESIAN COORDINATES (ANGSTROEM)
H 1.848 -2.153 -3.178
H -1.737 -3.484 0.722
H -0.736 2.802 2.035
H -1.696 0.488 -3.055
C -1.340 -2.573 1.212
H 2.970 -1.813 -1.848
H 0.467 -0.837 5.411
H 1.433 1.493 -2.578
N 0.368 0.031 2.275
H 1.113 3.740 -3.004
H 1.457 -3.957 -0.175
C -0.528 0.893 2.837
H 0.019 4.747 -2.106
C 0.300 2.820 -1.197
H 2.373 -0.470 -2.887
C 0.740 -2.006 -0.253
C 0.783 3.995 -2.004
Ti 0.785 0.176 -0.072
C 1.233 1.665 -1.490
H -3.295 -1.342 -1.118
H -0.697 2.524 -1.520
H 2.213 1.805 -0.930
H 0.194 3.080 -0.129
H 0.019 0.709 -3.484
H -1.102 1.124 4.833
H -0.689 -2.907 2.030
H -2.205 2.263 2.899
H 1.622 -3.129 1.402
C -2.688 -0.509 -0.716
C 2.101 -1.420 -2.397
H -3.055 -0.289 0.301
C 1.702 -2.996 0.309
C -0.324 -0.600 -1.789
C -0.716 -0.009 -3.106
H -1.849 1.614 1.269
C -0.610 -1.742 0.222
H -0.796 -0.807 -3.864
C 0.898 -1.339 -1.521
C 0.196 -0.522 4.418
H 1.342 -1.725 2.967
H 2.743 -2.743 0.051
C -1.387 1.930 2.225
H -2.201 -2.045 1.648
H 1.199 -0.053 1.564
H -2.889 0.373 -1.345
H 1.628 4.452 -1.515
C -1.244 -0.878 -0.722
N -0.628 0.568 4.131
C 0.666 -0.946 3.242



DFT (wB97M-V/def2-TZVPD) results for a structure of composition C17H29N4NiO3PS2.

Computed properties:
LUMO (spin up / spin down) in eV: 0.0 / -1.0
Gap between HOMO and LUMO (spin up / spin down) in eV: 7.00 / 6.17
Relative energy (zero: lowest compared OMol25 entry of this formula, charge and spin) in kcal/mol: 0.00
Spin multiplicity: 3
⟨S²⟩: 2.052
HOMO (spin up / spin down) in Eh: -0.2589 / -0.2648

CARTESIAN COORDINATES (ANGSTROEM)
H -3.161 -0.166 1.900
H 0.835 -2.770 0.909
H 3.991 -3.895 1.850
H 3.448 4.321 -1.519
H 3.053 -3.348 3.608
H -0.826 -2.735 1.069
H -0.358 3.024 -1.970
C -2.212 -1.746 -2.494
C 3.053 3.010 -3.174
O -2.089 -1.568 0.213
H -2.884 2.848 -0.670
H -3.989 3.456 0.599
C -3.386 2.608 0.268
H 0.676 -3.093 -1.372
C -2.880 1.858 2.579
H -0.848 1.495 -2.110
H -2.042 1.596 3.223
C 2.368 -2.502 3.639
H 2.545 2.774 0.166
C 2.021 1.260 -1.272
H -4.250 0.328 3.228
N -2.358 2.374 1.302
Ni 1.185 0.213 0.124
N -0.039 -3.247 0.616
C -0.278 -3.127 -0.853
C 2.035 0.900 -2.610
S 2.791 -1.185 -0.285
C 3.051 3.363 -1.831
O -4.796 0.997 1.395
N -0.108 1.637 0.623
H -5.084 1.554 -0.533
H -2.062 -1.096 -3.344
C 2.550 1.775 -3.559
H 1.632 -0.057 -2.915
P -1.241 -1.547 -1.025
H -3.455 2.659 3.047
C 2.212 -1.832 2.301
H 1.402 -2.847 4.016
O -0.250 -0.437 -1.272
N -1.145 2.456 -2.274
H -1.199 2.580 -3.279
S 0.959 -0.597 2.223
H 5.069 -2.536 1.525
H 2.554 1.489 -4.605
C -3.765 0.653 2.308
H -0.872 -3.978 -1.180
C 4.153 -3.035 1.201
H -3.648 0.535 -0.257
C -4.246 1.365 0.137
H 0.003 -4.209 0.940
H 2.751 -1.788 4.372
C 2.988 -2.077 1.226
C 2.542 2.485 -0.879
H -3.013 -2.473 -2.533
H 4.325 -3.404 0.190
C -1.161 1.988 0.933
H 3.452 3.691 -3.915



DFT (wB97M-V/def2-TZVPD) results for a structure of composition C17H30BrCaN9O5S in a non-equilibrium geometry.

Computed properties:
Net charge: -2
LUMO (spin up / spin down) in eV: 4.6 / 4.6
Gap between HOMO and LUMO (spin up / spin down) in eV: 3.42 / 3.42
Relative energy (zero: lowest compared OMol25 entry of this formula, charge and spin) in kcal/mol: 82.09
HOMO (spin up / spin down) in Eh: 0.0439 / 0.0440

CARTESIAN COORDINATES (ANGSTROEM)
N 2.913 -1.016 -0.117
Ca -1.823 0.249 0.043
O -2.169 -1.305 1.515
H 2.343 2.880 3.236
H 2.500 1.807 -2.631
Br -4.710 -0.045 -0.834
H -4.746 -4.748 -2.651
C 2.992 -2.163 0.764
O -0.276 3.132 -2.189
C 1.857 3.674 0.536
H 2.606 4.581 2.810
H -2.186 2.738 4.867
N -0.923 2.989 2.732
H 4.806 0.800 -2.245
C 0.056 2.681 1.786
H 2.628 0.126 -3.152
N -2.797 2.868 4.066
N 0.010 1.667 1.040
H 0.610 0.664 -1.703
C 4.064 -0.751 -0.945
N 1.571 0.489 -1.350
C -4.168 -3.914 -2.264
H 1.812 -1.303 2.336
H -3.657 2.365 4.236
C 3.974 0.640 -1.552
N 1.052 3.683 1.746
S -1.510 2.325 -2.130
H 4.040 1.384 -0.754
H 2.454 4.587 0.509
H 1.220 4.131 3.801
H -5.879 -2.616 -1.966
H -1.516 -5.701 -1.736
C 2.642 0.788 -2.268
C -2.058 -5.268 -2.579
C 1.793 -2.193 1.698
H 3.034 -3.104 0.186
H 0.835 1.565 0.488
O -1.136 0.847 -2.148
N -2.712 -1.818 -1.251
C -4.809 -2.743 -1.883
C -2.173 2.379 2.890
N 0.546 -1.148 -0.128
H -0.940 3.969 2.969
H 4.964 -0.847 -0.327
C 0.511 -2.201 0.879
C 1.840 3.820 2.961
N -2.647 1.526 2.097
C -4.017 -1.730 -1.389
H 1.862 -3.070 2.350
H -3.530 1.108 2.413
H 2.545 2.813 0.492
C -2.790 -4.021 -2.163
H 3.933 -2.087 1.326
H 0.413 -3.169 0.362
O -2.198 2.475 -0.803
H 4.157 -1.500 -1.755
H -1.327 -5.054 -3.363
O -2.398 2.653 -3.242
H -1.023 -2.914 -1.541
H 1.205 3.641 -0.341
H -0.454 -2.033 1.434
C 1.633 -0.637 -0.547
C -2.103 -2.922 -1.656
H -2.747 -6.024 -2.961